[1]
Molecular formula: C16H20NNdO
Method: DFT, ωB97M-V/def2-TZVPD

CARTESIAN COORDINATES (ANGSTROEM)
Nd 0.0969 -0.4428 1.4381
O 0.8281 -2.0635 0.1824
N -0.6702 -3.1837 3.8277
C -1.6987 1.3041 0.3536
C -1.7961 -0.1684 -3.2421
C 2.7713 -0.3977 1.8480
C -2.5041 0.2344 0.8647
C 1.8342 1.4809 0.8775
C 2.5356 0.2674 0.6031
C -1.1636 2.0107 1.4681
C 0.3120 -1.4464 -2.5478
C 1.6554 1.5703 2.2947
C -0.3504 -0.1922 -2.9603
C 2.2155 0.4039 2.8957
C 0.6211 -2.4543 -1.1351
C -1.5860 1.3592 2.6653
C -0.4342 -2.2431 3.1706
C 0.4413 1.0399 -3.0939
C -2.4326 0.2753 2.2919
H -2.3370 -0.9661 -2.7147
H 2.8699 -0.0640 -0.3828
H 0.0141 1.8398 -2.4741
H -2.9688 -0.3807 2.9822
H -1.3403 1.6677 3.6838
H 2.2479 0.1891 3.9647
H 1.4870 0.9016 -2.7984
H -2.0317 -0.2858 -4.3107
H 1.5185 2.2075 0.1266
H -0.5832 2.9273 1.4062
H 1.1943 2.3935 2.8360
H -3.1212 -0.4390 0.2632
H 3.2986 -1.3444 1.9784
H 1.3453 -1.4138 -2.9297
H -2.2112 0.8019 -2.9373
H 1.5228 -3.0010 -1.4383
H 0.4450 1.4240 -4.1193
H -1.5961 1.5912 -0.6942
H -0.2132 -2.2381 -3.1149
H -0.2164 -3.1648 -1.1287

Atoms 1-2, force components in eV/Å:
Nd -0.2 -1.2 -0.9
O -0.7 1.1 -0.4

## Properties
* energy above the lowest of the compared OMol25 structures with the same formula, charge and spin: 0.0 kJ/mol
* 2S+1: 4
* LUMO level (alpha / beta): 4.92 / 4.92 eV
* total energy: -35727.77544 eV
* Kohn-Sham gap (alpha / beta): 2.98 / 2.99 eV
* <S²>: 3.75
* net charge: -2

***

[2]
Molecular formula: C4H12
Method: DFT, ωB97M-V/def2-TZVPD

CARTESIAN COORDINATES (ANGSTROEM)
C -2.5872 -0.4569 -1.5896
C -1.3870 0.4840 -1.3664
C 1.8642 -0.0825 2.1807
C 2.1534 0.1253 0.7676
H 2.8015 -0.3355 2.7877
H -1.6145 1.2451 -0.5994
H -3.4731 0.1448 -1.9669
H 2.0433 1.2048 0.5552
H 3.0081 -0.4770 0.3449
H 1.1310 -0.8869 2.4735
H -0.6890 -0.3110 -0.7942
H 1.3869 -0.2905 0.0173
H -0.9493 0.9258 -2.2573
H -2.2812 -1.1829 -2.3494
H -2.7840 -1.1340 -0.7728
H 1.2534 0.6895 2.7230

Atoms 1-2, force components in eV/Å:
C 0.6 -0.1 -1.4
C -0.4 -0.9 1.8

## Properties
* energy above the lowest of the compared OMol25 structures with the same formula, charge and spin: 84.5 kJ/mol
* 2S+1: 2
* LUMO level (alpha / beta): -3.08 / -11.02 eV
* total energy: -4330.35575 eV
* Kohn-Sham gap (alpha / beta): 12.95 / 3.97 eV
* <S²>: 0.75
* net charge: +1

***

[3]
Molecular formula: CH8N4P
Method: DFT, ωB97M-V/def2-TZVPD

CARTESIAN COORDINATES (ANGSTROEM)
P -1.4941 -0.6429 0.2555
N 2.2340 0.7493 0.1701
N -0.1382 0.4929 0.2721
N 1.1719 -1.3599 -0.0990
N -2.5434 0.6293 -0.0455
C 1.1173 0.0229 0.0999
H -0.5388 1.4497 0.1392
H 2.2431 1.7175 0.2405
H 0.4735 -1.9686 0.2863
H -3.2582 0.4065 -0.6969
H 2.1455 -1.6418 -0.2218
H 3.0776 0.2391 -0.0894
H -3.1428 0.8415 0.7769
H -1.3473 -0.9354 -1.0879

Atoms 1-2, force components in eV/Å:
P 0.1 0.0 0.3
N -0.1 -3.1 -0.8

## Properties
* energy above the lowest of the compared OMol25 structures with the same formula, charge and spin: 21.6 kJ/mol
* LUMO level: -3.08 eV
* total energy: -16410.13400 eV
* Kohn-Sham gap: 10.41 eV
* SMILES: NP[NH+]=C(N)N
* net charge: +1